Record 1
The following is a quantum chemistry calculation of a structure of composition C50H41Br2N9PtS3, from the Open Molecules 2025 dataset.

CARTESIAN COORDINATES (ANGSTROEM)
Pt1 -1.452 -1.251 -2.615
Br1 -4.470 2.143 -7.475
C1 -3.675 1.129 -6.124
C2 -4.433 0.254 -5.361
C3 -3.803 -0.468 -4.369
N1 -2.496 -0.350 -4.110
C4 -1.751 0.477 -4.875
C5 -2.312 1.229 -5.889
C6 -0.298 0.406 -4.622
C7 0.626 1.261 -5.178
C8 1.974 0.997 -4.967
Br2 3.268 2.168 -5.638
C9 2.351 -0.132 -4.264
C10 1.361 -0.901 -3.684
N2 0.069 -0.624 -3.834
H1 -5.490 0.121 -5.540
H2 -4.356 -1.172 -3.767
H3 -1.697 1.868 -6.504
H4 0.320 2.113 -5.765
H5 3.390 -0.384 -4.123
H6 1.592 -1.773 -3.087
N3 -0.278 -2.029 -1.143
S1 -0.110 -1.908 0.312
N4 1.174 -1.121 0.951
S2 1.229 0.245 1.694
N5 0.613 1.521 1.133
S3 0.797 2.032 -0.460
N6 0.089 1.300 -1.489
C11 0.341 3.739 -0.194
C12 -0.185 4.374 -1.309
C13 -0.554 5.708 -1.217
C14 -0.398 6.390 -0.018
C15 0.120 5.741 1.096
C16 0.493 4.409 1.013
C17 2.590 2.103 -0.614
C18 3.192 0.915 -1.004
C19 4.570 0.856 -1.135
C20 5.340 1.984 -0.884
C21 4.730 3.169 -0.497
C22 3.350 3.235 -0.356
C23 2.956 0.415 2.096
C24 3.284 1.529 2.861
C25 4.601 1.716 3.239
C26 5.571 0.797 2.854
C27 5.227 -0.308 2.091
C28 3.909 -0.508 1.707
C29 0.511 0.122 3.314
C30 -0.394 1.066 3.765
C31 -0.880 0.945 5.061
C32 -0.458 -0.096 5.873
C33 0.453 -1.036 5.400
C34 0.945 -0.932 4.111
C35 -1.500 -1.217 1.198
C36 -2.011 -0.041 0.661
C37 -3.044 0.604 1.324
C38 -3.560 0.072 2.496
C39 -3.024 -1.093 3.033
C40 -1.976 -1.738 2.396
C41 0.175 -3.527 1.008
C42 -0.890 -4.420 0.994
C43 -0.701 -5.715 1.442
C44 0.554 -6.124 1.876
C45 1.614 -5.231 1.876
C46 1.427 -3.922 1.449
H7 -0.315 3.808 -2.222
H8 -0.967 6.215 -2.078
H9 -0.688 7.430 0.052
H10 0.229 6.274 2.031
H11 0.890 3.892 1.875
H12 2.570 0.049 -1.190
H13 5.046 -0.071 -1.433
H14 6.416 1.941 -0.990
H15 5.329 4.050 -0.307
H16 2.883 4.165 -0.063
H17 2.518 2.229 3.170
H18 4.871 2.573 3.840
H19 6.600 0.945 3.154
H20 5.986 -1.018 1.791
H21 3.626 -1.354 1.100
H22 -0.703 1.872 3.114
H23 -1.586 1.675 5.437
H24 -0.833 -0.176 6.884
H25 0.785 -1.842 6.039
H26 1.661 -1.651 3.732
H27 -1.574 0.383 -0.241
H28 -3.443 1.528 0.923
H29 -4.373 0.573 3.005
H30 -3.416 -1.497 3.957
H31 -1.547 -2.631 2.826
H32 -1.867 -4.097 0.668
H33 -1.535 -6.404 1.459
H34 0.703 -7.139 2.220
H35 2.591 -5.548 2.214
H36 2.244 -3.220 1.461
N7 -4.446 -4.923 -0.264
C47 -4.311 -3.605 -0.549
C48 -3.212 -3.134 -1.293
N8 -3.081 -1.839 -1.543
C49 -4.008 -0.987 -1.077
C50 -5.064 -1.475 -0.333
N9 -5.221 -2.764 -0.062
H37 -3.916 -5.610 -0.772
H38 -5.315 -5.217 0.152
H39 -2.448 -3.796 -1.676
H40 -3.879 0.063 -1.289
H41 -5.809 -0.796 0.063

Forces on the atoms, in the same order (eV/Å):
Pt 0.018 0.107 -0.044
Br 0.001 -0.002 -0.009
C -0.005 -0.010 0.015
C 0.002 0.026 -0.034
C 0.009 -0.018 0.035
N 0.020 -0.069 -0.095
C -0.016 -0.048 0.035
C 0.004 0.044 0.047
C -0.088 -0.080 0.054
C 0.087 -0.072 -0.074
C -0.015 0.064 -0.019
Br 0.006 -0.011 -0.016
C -0.016 0.040 0.082
C -0.026 -0.198 0.064
N -0.024 0.261 0.414
H -0.002 0.009 0.006
H 0.015 0.007 0.041
H -0.012 0.010 -0.007
H 0.009 0.011 0.003
H 0.028 -0.012 -0.008
H -0.026 0.097 0.135
N 0.109 -0.059 -0.022
S -0.151 -0.025 0.002
N 0.214 0.005 -0.361
S -0.078 -0.150 0.217
N 0.128 0.225 0.089
S 0.083 0.010 -0.075
N 0.009 -0.034 -0.275
C -0.015 -0.024 0.065
C -0.006 0.004 0.027
C -0.008 0.009 -0.005
C -0.011 0.004 -0.004
C 0.006 -0.010 0.005
C -0.013 -0.012 -0.001
C -0.043 0.044 0.025
C -0.001 0.016 -0.200
C -0.032 0.058 -0.119
C -0.012 0.002 0.010
C -0.018 0.006 -0.010
C -0.016 0.032 -0.025
C 0.019 -0.046 0.028
C -0.010 -0.029 -0.010
C 0.007 -0.003 0.003
C -0.002 0.004 0.011
C -0.035 -0.046 0.037
C -0.007 -0.046 0.084
C -0.010 -0.046 -0.016
C 0.029 0.030 0.006
C -0.001 0.021 -0.027
C -0.025 0.001 0.008
C -0.012 -0.027 -0.008
C -0.021 -0.017 -0.043
C 0.058 0.113 0.066
C 0.171 0.081 0.198
C 0.106 0.022 0.220
C 0.038 0.049 0.010
C -0.033 -0.028 0.009
C -0.103 -0.068 -0.028
C -0.036 0.065 0.022
C 0.018 -0.001 -0.001
C -0.006 0.020 0.006
C -0.020 -0.012 0.005
C 0.015 0.028 0.002
C -0.027 0.025 0.044
H 0.008 -0.011 -0.045
H 0.006 0.000 -0.007
H 0.002 -0.001 -0.001
H 0.006 -0.003 -0.004
H 0.023 -0.017 0.027
H -0.036 -0.066 -0.037
H -0.002 0.008 0.013
H 0.001 -0.001 -0.005
H -0.001 -0.003 -0.002
H -0.007 0.007 0.010
H -0.013 0.038 -0.013
H -0.003 0.003 -0.005
H 0.000 0.002 0.002
H -0.003 -0.004 0.000
H -0.019 -0.046 -0.035
H -0.016 -0.003 0.004
H 0.001 -0.003 -0.002
H 0.003 0.001 -0.006
H -0.004 0.004 -0.007
H -0.004 0.003 0.005
H -0.029 -0.035 0.020
H -0.007 0.026 -0.011
H -0.009 -0.001 0.011
H -0.004 0.000 0.002
H 0.023 -0.020 0.022
H -0.070 0.010 -0.031
H 0.007 -0.001 -0.002
H 0.001 0.001 -0.004
H 0.001 0.005 -0.005
H 0.073 0.061 -0.005
N 0.034 -0.030 0.060
C 0.082 0.010 -0.027
C -0.099 -0.051 0.012
N -0.031 -0.039 -0.087
C -0.040 -0.083 -0.301
C -0.032 -0.113 -0.040
N -0.022 0.066 -0.027
H -0.042 -0.002 -0.024
H 0.009 -0.010 -0.005
H 0.006 0.007 0.001
H -0.016 -0.054 -0.043
H 0.000 0.003 0.003

Computed properties:
Calculated total energy in a.u.: -8883.99860
E_HOMO in eV: -12.812
Net charge: +2
Energy above the lowest of the compared OMol25 structures with the same formula, charge and spin in kJ/mol: 63.1
Gap between HOMO and LUMO in eV: 7.544

***

Record 2
The following is a quantum chemistry calculation of a structure of composition C14H15NO2Pd in a non-equilibrium geometry, from the Open Molecules 2025 dataset.

CARTESIAN COORDINATES (ANGSTROEM)
C1 3.659 0.036 -0.234
C2 3.512 -1.016 -1.212
C3 3.026 -2.215 -0.538
C4 2.862 -1.931 0.870
C5 3.291 -0.550 1.070
Pd1 1.791 -0.635 -0.248
N1 1.329 2.124 -1.353
C6 1.039 2.586 -2.679
C7 1.334 1.162 -3.057
H1 2.815 -3.200 -0.978
H2 3.659 -0.888 -2.298
H3 2.474 -2.619 1.642
H4 3.337 -0.066 2.033
H5 3.849 1.113 -0.441
H6 2.314 0.963 -3.482
H7 1.743 3.366 -3.092
H8 0.587 2.496 -0.717
H9 0.420 0.552 -3.242
H10 -0.053 2.859 -2.836
O1 -0.067 -1.324 1.705
C8 -0.793 -0.665 0.940
O2 -0.427 -0.068 -0.184
C9 -2.225 -0.426 1.289
C10 -3.028 0.409 0.494
C11 -4.370 0.618 0.824
C12 -4.927 -0.012 1.950
C13 -4.131 -0.864 2.741
C14 -2.783 -1.061 2.406
H11 -2.574 0.881 -0.377
H12 -4.965 1.285 0.191
H13 -5.976 0.159 2.193
H14 -4.570 -1.356 3.612
H15 -2.152 -1.712 3.012

Forces on the atoms, in the same order (eV/Å):
C 1.934 0.259 1.524
C 1.496 -1.143 -0.970
C 1.732 -1.912 -0.691
C 1.640 -0.173 0.535
C 2.525 0.080 0.961
Pd -9.311 3.289 -2.270
N 0.274 1.902 1.470
C -0.042 -0.738 -0.044
C -1.664 0.384 -1.637
H 0.293 0.571 0.046
H -0.062 -0.185 0.771
H 0.287 0.585 -0.613
H 0.073 0.120 0.017
H -0.057 -1.149 0.194
H -0.074 -0.434 0.186
H -0.626 -0.330 0.056
H 0.154 -0.885 -0.172
H 1.176 0.148 0.154
H 1.046 0.054 -0.144
O -0.816 0.091 -0.173
C 1.567 1.557 -2.491
O -0.790 -1.996 2.950
C -0.976 -0.097 0.294
C -0.147 -0.165 0.321
C 0.197 -0.156 0.194
C 0.402 -0.132 -0.097
C -0.059 0.472 -0.537
C -0.525 0.183 0.028
H -0.031 -0.159 0.263
H 0.077 -0.268 0.311
H 0.208 -0.080 0.028
H 0.147 0.103 -0.215
H -0.044 0.205 -0.247

Computed properties:
Calculated total energy in a.u.: -875.29986
E_HOMO (spin up / spin down) in eV: 2.327 / 0.979
Net charge: -2
Energy above the lowest of the compared OMol25 structures with the same formula, charge and spin in kJ/mol: 0.0
Gap between HOMO and LUMO (spin up / spin down) in eV: 2.685 / 4.032
⟨S²⟩: 2.0103
Multiplicity: 3

***

Q: The highest calculated total energy belongs to which entry?
A: C14H15NO2Pd